[1]
DFT (ωB97M-V/def2-TZVPD) results for a 2-piece molecular cluster, C4H12N2O overall at a distorted geometry.

Positions of all 19 atoms, in Å:
1 C 0.9704 1.6702 0.5391
2 C 0.5444 0.6942 -0.5465
3 C 0.4281 -0.8013 -0.0203
4 C 1.8047 -1.4360 0.1359
5 O -0.3249 -1.5895 -0.8970
6 H 0.1938 1.7697 1.2925
7 H 1.1670 2.6530 0.1128
8 H 1.8814 1.3334 1.0299
9 H 1.2805 0.6762 -1.3513
10 H -0.3981 1.0155 -0.9902
11 H -0.0737 -0.7529 0.9619
12 H 2.3923 -0.9044 0.8760
13 H 1.6795 -2.4750 0.4499
14 H 2.3223 -1.4271 -0.8184
15 H -1.2375 -1.1899 -0.9627
16 H -3.3221 1.0646 0.8448
17 N -2.5559 0.5720 0.3404
18 N -2.8680 -0.3180 -0.4200
19 H -3.8843 -0.5547 -0.5768

Forces on atoms 1 to 6 (eV/Å):
C 0.02 -0.10 -0.23
C 0.24 -1.19 0.32
C 0.18 1.65 0.04
C -0.65 -0.15 0.00
O -1.18 0.09 -0.53
H -0.10 0.03 0.13

Results
Gap between HOMO and LUMO   9.4485 eV
SMILES   CC[C@H](C)O.[H]/N=N\[H]
Net charge   0
M   104.15 g mol⁻¹
Relative energy (zero: lowest compared OMol25 entry of this formula, charge and spin)   270.39 kJ/mol

Mulliken atomic charge list, values in e, 8 entries: -1.15 -0.47 0.35 -1.40 -0.57 0.29 0.35 0.28

***

[2]
DFT (ωB97M-V/def2-TZVPD) results for C21H30AlN as an isolated structure at a distorted geometry.

Positions of all 53 atoms, in Å:
1 Al 6.8264 9.3458 7.6413
2 C 9.4469 10.4157 5.8169
3 C 8.0627 9.8544 5.9499
4 C 7.8161 8.4447 5.9111
5 C 8.9038 7.4240 5.9588
6 C 6.4839 7.9579 6.1473
7 C 6.2502 6.4645 6.1159
8 C 5.3565 8.8659 6.3176
9 C 3.9419 8.3836 6.3691
10 C 5.6291 10.2559 6.3261
11 C 4.5800 11.3070 6.3102
12 C 6.9875 10.7897 6.0047
13 C 7.0744 12.0845 5.2543
14 H 9.7869 10.2777 4.7399
15 H 10.0690 9.8211 6.4583
16 H 9.5927 11.4767 6.1455
17 H 9.9069 7.9027 6.0335
18 H 8.9838 6.7588 5.0667
19 H 8.8068 6.8236 6.8653
20 H 6.3852 5.9203 7.1318
21 H 6.9677 5.9422 5.4106
22 H 5.1974 6.1712 5.8826
23 H 3.4810 8.3300 5.3730
24 H 3.3626 9.1380 6.9053
25 H 3.8214 7.4189 6.8970
26 H 4.4501 11.5738 5.2743
27 H 4.8588 12.2280 6.7879
28 H 3.6689 10.9181 6.7029
29 H 7.3832 12.9847 5.8673
30 H 6.1527 12.2836 4.7578
31 H 7.7816 11.9535 4.4252
32 C 5.6142 4.9494 9.8176
33 N 6.3510 6.1446 10.0347
34 C 7.6278 5.9706 10.7445
35 C 5.5370 7.3682 10.1060
36 C 6.2457 8.6540 10.4940
37 C 6.4800 8.9032 11.8685
38 C 7.0598 10.0794 12.3240
39 C 7.5685 10.9675 11.3944
40 C 7.2435 10.8095 10.0618
41 C 6.6547 9.6260 9.5996
42 H 6.1467 4.2361 9.1775
43 H 4.6286 5.2654 9.3886
44 H 5.3915 4.4120 10.7361
45 H 7.5533 6.1838 11.8767
46 H 8.4211 6.5900 10.3084
47 H 7.9408 4.9037 10.6892
48 H 4.6712 7.2492 10.7082
49 H 5.0340 7.3612 9.1259
50 H 5.9653 8.2096 12.5806
51 H 7.0622 10.2800 13.3717
52 H 8.2119 11.7818 11.6985
53 H 7.5689 11.6216 9.3796

Forces on atoms 1 to 6 (eV/Å):
Al 0.83 0.24 5.21
C 0.49 0.28 -1.04
C 0.11 1.15 -0.55
C -0.74 -0.25 1.34
C 1.90 0.21 -0.40
C -0.92 -0.70 -1.13

Results
Gap between HOMO and LUMO   5.0975 eV
Net charge   +2
M   323.46 g mol⁻¹

Mulliken atomic charge list, values in e, 8 entries: 0.46 -2.37 0.80 1.31 -1.65 2.20 -1.39 -0.12

***

[3]
DFT (ωB97M-V/def2-TZVPD) results for an isolated molecule of C3H9NO at a distorted geometry.

Positions of all 14 atoms, in Å:
1 C -1.9854 0.9818 0.3411
2 O -1.0979 -0.0396 -0.1069
3 C 0.0877 0.0498 0.6425
4 C 1.2638 -0.8223 0.1648
5 N 1.6397 -0.3799 -1.1370
6 H -2.7861 1.1262 -0.4191
7 H -1.4830 1.9842 0.3886
8 H -2.4869 0.7260 1.2661
9 H -0.0042 -0.1434 1.7489
10 H 0.4686 1.1447 0.5594
11 H 2.0627 -0.7819 0.9878
12 H 0.8715 -1.8753 0.0111
13 H 2.1268 0.5237 -1.0871
14 H 2.3401 -0.9845 -1.5320

Forces on atoms 1 to 6 (eV/Å):
C -0.45 0.70 -1.52
O 0.08 0.33 0.77
C 1.74 1.42 0.88
C -1.41 -0.95 0.75
N 1.29 1.01 -0.78
H 0.55 -0.42 0.34

Results
Gap between HOMO and LUMO   10.5684 eV
SMILES   COCCN
Net charge   0
M   75.11 g mol⁻¹
Relative energy (zero: lowest compared OMol25 entry of this formula, charge and spin)   161.30 kJ/mol

Mulliken atomic charge list, values in e, 8 entries: -0.68 -0.31 -0.37 -0.45 -0.54 0.24 0.30 0.29

***

[4]
DFT (ωB97M-V/def2-TZVPD) results for C29H36N7OPt as an isolated structure at a distorted geometry.

Positions of all 74 atoms, in Å:
1 Pt -0.1110 0.6246 0.6846
2 C -2.4340 0.1603 1.2702
3 C -1.8927 0.3047 2.5270
4 C -1.3781 1.7475 2.6628
5 C -1.6726 2.4241 1.5025
6 C -2.3821 1.5026 0.6531
7 C -3.1543 1.9026 -0.5302
8 C -1.4614 3.8756 1.2063
9 C -0.8592 2.2968 3.9292
10 C -1.9122 -0.6692 3.6323
11 C -3.1483 -1.0212 0.7026
12 H -3.4132 1.0649 -1.1722
13 H -2.6630 2.6970 -1.0893
14 H -4.0954 2.3251 -0.1473
15 H -0.6335 4.2809 1.7845
16 H -2.3521 4.4564 1.4540
17 H -1.2461 4.0404 0.1507
18 H -0.1161 1.6446 4.3905
19 H -1.6890 2.3445 4.6461
20 H -0.4553 3.2990 3.8153
21 H -1.1972 -0.4319 4.4167
22 H -1.7541 -1.6880 3.2787
23 H -2.9140 -0.6566 4.0803
24 H -4.2148 -0.9664 0.9354
25 H -2.7708 -1.9508 1.1264
26 H -3.0460 -1.0736 -0.3797
27 N 3.8145 0.5199 -0.5009
28 C 3.6329 1.8771 -0.6198
29 C 2.3433 2.1155 -0.2749
30 N 1.7616 0.9014 0.0452
31 C 2.6764 -0.0490 -0.0994
32 H 4.6751 0.0226 -0.6848
33 H 4.4209 2.5430 -0.9260
34 H 1.8015 3.0438 -0.2354
35 H 2.5267 -1.1062 0.0899
36 N -0.5645 0.7311 -1.3017
37 C -0.6132 0.8489 -2.4582
38 N -0.6459 0.9585 -3.7347
39 C 0.5419 0.6651 -4.5829
40 C 0.7999 1.8746 -5.4667
41 O -0.3565 2.1917 -6.2043
42 C -1.4261 2.5866 -5.3764
43 C -1.8475 1.4388 -4.4729
44 H 0.2995 -0.2081 -5.1896
45 H 1.3893 0.4353 -3.9384
46 H 1.5882 1.6471 -6.1820
47 H 1.1135 2.7322 -4.8562
48 H -2.2540 2.8615 -6.0275
49 H -1.1447 3.4622 -4.7768
50 H -2.2229 0.6010 -5.0611
51 H -2.6076 1.7442 -3.7552
52 C 2.6044 -0.4085 3.8359
53 C 1.7497 0.3076 3.0293
54 N 0.8588 -0.3192 2.2367
55 C 0.8293 -1.6594 2.1909
56 C 1.7096 -2.4490 2.9164
57 C 2.5895 -1.7962 3.7764
58 C 1.7091 -3.9172 2.8034
59 C 1.5033 -4.6846 1.7304
60 C 1.2144 -4.3584 0.3204
61 C 0.9751 -5.4077 -0.5562
62 C 0.6627 -5.0968 -1.8719
63 N 0.5911 -3.8373 -2.2971
64 C 0.8549 -2.9103 -1.3911
65 N 1.1621 -3.0837 -0.1114
66 H 3.2932 0.1159 4.4836
67 H 1.7703 1.3875 2.9816
68 H 0.1053 -2.1079 1.5285
69 H 3.2744 -2.3722 4.3868
70 H 1.9406 -4.4336 3.7291
71 H 1.5727 -5.7520 1.9071
72 H 1.0251 -6.4360 -0.2269
73 H 0.4596 -5.8730 -2.5997
74 H 0.8088 -1.8810 -1.7421

Forces on atoms 1 to 6 (eV/Å):
Pt -0.47 -1.51 0.19
C 0.50 0.18 -0.52
C 0.49 0.23 -0.08
C -0.16 0.30 -0.07
C -0.46 0.50 0.51
C 0.06 0.09 -0.09

Results
Gap between HOMO and LUMO   5.8177 eV
Net charge   +3
M   693.73 g mol⁻¹
Relative energy (zero: lowest compared OMol25 entry of this formula, charge and spin)   137.26 kJ/mol

Mulliken atomic charge list, values in e, 8 entries: 0.58 0.63 0.67 1.02 0.10 0.67 -1.36 -1.94

***

[5]
DFT (ωB97M-V/def2-TZVPD) results for an isolated molecule of C9H23NSi2 at a distorted geometry.

Positions of all 35 atoms, in Å:
1 C -0.2087 1.6922 -3.6147
2 C -0.3500 1.6296 -2.2652
3 C -0.6607 0.4161 -1.4880
4 N -0.0629 0.5072 -0.1033
5 Si 1.5014 -0.4964 -0.1374
6 C 2.3487 0.5142 1.0191
7 C 2.5002 -0.4202 -1.7892
8 C 1.2299 -2.2957 0.5357
9 Si -1.3003 0.0461 1.1445
10 C -0.7626 -0.1392 2.9543
11 C -2.1392 -1.5579 0.6866
12 C -2.4445 1.5663 1.1942
13 H 0.1074 2.5540 -4.1652
14 H -0.3197 0.8496 -4.2525
15 H -0.3222 2.5545 -1.6137
16 H -0.2477 -0.4687 -2.0413
17 H -1.7114 0.2576 -1.3880
18 H 2.7630 1.3249 0.4055
19 H 3.2062 -0.0781 1.4492
20 H 1.8098 0.9450 1.8670
21 H 3.5815 -0.4362 -1.4861
22 H 2.4131 -1.1718 -2.6320
23 H 2.3497 0.5616 -2.2990
24 H 1.8578 -3.0338 0.0894
25 H 1.4748 -2.3178 1.6438
26 H 0.2140 -2.7150 0.3423
27 H -0.2189 0.7890 3.2897
28 H -1.7061 -0.3128 3.5022
29 H -0.0902 -0.9972 3.2533
30 H -1.4821 -2.0091 0.0426
31 H -3.1579 -1.5312 0.2637
32 H -2.2211 -2.0809 1.6104
33 H -2.9365 1.4797 2.2033
34 H -1.7880 2.4189 1.2917
35 H -3.2266 1.9553 0.4870

Forces on atoms 1 to 6 (eV/Å):
C 0.15 0.11 2.07
C -0.16 1.97 -1.36
C 0.98 -1.01 0.61
N 0.58 -2.43 -0.54
Si -2.60 -0.55 -0.91
C 3.00 0.43 2.00

Results
Gap between HOMO and LUMO   9.6356 eV
SMILES   C=CCN([Si](C)(C)C)[Si](C)(C)C
Net charge   0
M   201.46 g mol⁻¹
Relative energy (zero: lowest compared OMol25 entry of this formula, charge and spin)   120.84 kJ/mol

Mulliken atomic charge list, values in e, 8 entries: -0.91 -0.31 -0.66 0.28 0.20 -0.90 -1.16 -1.05

***

[6]
DFT (ωB97M-V/def2-TZVPD) results for C18H14BaF5IN2O as an isolated structure at a distorted geometry.

Positions of all 42 atoms, in Å:
1 C -1.5739 -1.9686 -3.5883
2 C -1.7068 -0.4642 -3.8591
3 H -0.6123 -2.3751 -3.9248
4 H -2.3491 -2.5267 -4.1414
5 H -1.6954 -2.3124 -2.5547
6 H -0.8935 0.1512 -3.4309
7 H -1.6400 -0.2468 -4.9371
8 H -2.6816 -0.0863 -3.5202
9 C 1.7495 -1.8977 1.4600
10 C 2.8184 -2.1578 2.3185
11 C 3.5766 -1.0664 2.7535
12 C 3.2212 0.2253 2.3402
13 H 1.1093 -2.7133 1.1046
14 H 3.0306 -3.1805 2.6154
15 H 4.4253 -1.2002 3.4168
16 H 3.7597 1.0945 2.7018
17 N 1.4561 -0.6854 0.9946
18 C 2.1295 0.3957 1.4603
19 C 1.6226 1.7395 1.0411
20 N 0.5343 1.7713 0.2296
21 C -0.0088 2.9553 -0.1047
22 C 1.6995 4.1645 1.0868
23 C 0.5554 4.1837 0.2810
24 H -0.9244 2.9293 -0.7186
25 H 0.1038 5.1179 -0.0510
26 C 2.2218 2.9353 1.4920
27 H 3.0869 2.8666 2.1478
28 H 2.1888 5.0774 1.4035
29 Ba -0.5670 -0.5881 -1.0707
30 I -0.2310 -3.9320 -0.6886
31 F -6.0645 -0.7576 4.0149
32 C -5.1334 -0.4586 3.0894
33 C -4.4079 -1.4825 2.4925
34 F -4.6447 -2.7694 2.8360
35 C -3.4104 -1.1439 1.6047
36 F -2.4994 -2.0796 1.2283
37 C -3.2121 0.1966 1.1268
38 O -2.4134 0.4721 0.1566
39 C -3.9141 1.2048 1.8391
40 F -3.5775 2.4911 1.5936
41 C -4.8641 0.8801 2.7903
42 F -5.5207 1.8594 3.4625

Forces on atoms 1 to 6 (eV/Å):
C -0.17 -0.38 -0.68
C -0.15 0.03 -0.52
H -0.12 0.14 0.08
H 0.28 0.34 0.18
H -0.15 0.05 -0.23
H -0.37 -0.07 -0.36

Results
Gap between HOMO and LUMO   6.7009 eV
Net charge   0
M   633.54 g mol⁻¹
Relative energy (zero: lowest compared OMol25 entry of this formula, charge and spin)   0.00 kJ/mol

Mulliken atomic charge list, values in e, 8 entries: -0.91 -1.00 0.35 0.30 0.29 0.41 0.32 0.29

***

[7]
DFT (ωB97M-V/def2-TZVPD) results for C22H24ClI2OPSbSn as an isolated structure at a distorted geometry.

Positions of all 53 atoms, in Å:
1 I -4.8072 -2.1393 -3.9765
2 I -5.3794 -1.9395 -1.2531
3 Sn -1.2351 1.1056 -0.2656
4 P -1.6469 3.3722 -1.4979
5 C -3.1893 3.4396 -2.4832
6 C -1.9111 4.5003 -0.0950
7 H 0.5714 4.2274 -1.9606
8 H -0.7424 5.2551 -2.6375
9 H -0.3029 3.7299 -3.4440
10 C -0.3917 4.2305 -2.4782
11 H -1.0337 4.5032 0.5613
12 H -2.0826 5.4974 -0.5149
13 H -3.3846 4.5116 -2.7059
14 H -4.0054 3.0085 -1.8689
15 H -2.7993 4.1818 0.4564
16 H -3.0308 2.8583 -3.4145
17 C -2.5806 0.3893 -2.4903
18 O -2.4636 -0.7600 -2.3697
19 Cl 1.0206 2.2487 0.0704
20 C -1.8101 -5.1075 -0.4576
21 C -2.3502 -4.0841 0.3403
22 C -1.5948 -2.9749 0.7462
23 C -0.2915 -2.8296 0.2934
24 C 0.2808 -3.8179 -0.4962
25 C -0.4721 -4.9467 -0.8694
26 Sb 0.7372 -0.9517 0.6288
27 C 0.7393 -0.4600 2.7172
28 C -0.0462 0.6167 3.1529
29 C -0.0034 0.9759 4.5038
30 C 0.8052 0.2656 5.4009
31 C 1.5836 -0.8159 4.9533
32 C 1.5488 -1.1943 3.5968
33 C 2.5561 -0.8254 -0.4330
34 C 3.6964 -0.4049 0.2701
35 C 4.8679 -0.0975 -0.4357
36 C 4.8791 -0.2077 -1.8390
37 C 3.7345 -0.6380 -2.5340
38 C 2.5594 -0.9506 -1.8320
39 H -2.4076 -5.9977 -0.7604
40 H -3.3944 -4.1635 0.6305
41 H -2.0495 -2.2360 1.3998
42 H 1.3131 -3.7300 -0.8307
43 H -0.0144 -5.7157 -1.5004
44 H -0.6637 1.1952 2.4499
45 H -0.6001 1.8168 4.8553
46 H 0.8283 0.5338 6.4558
47 H 2.2082 -1.3890 5.6489
48 H 2.1382 -2.0425 3.2201
49 H 3.6555 -0.2965 1.3622
50 H 5.7614 0.2343 0.1102
51 H 5.7881 0.0514 -2.3893
52 H 3.7519 -0.7434 -3.6252
53 H 1.6598 -1.2895 -2.3659

Forces on atoms 1 to 6 (eV/Å):
I -0.54 -0.09 1.14
I 0.12 -0.09 -1.22
Sn 1.46 1.66 -0.01
P -1.13 1.80 0.05
C 0.30 -0.40 0.20
C -0.04 -0.50 0.11

Results
Gap between HOMO and LUMO   3.1649 eV
Net charge   +3
M   865.14 g mol⁻¹
Relative energy (zero: lowest compared OMol25 entry of this formula, charge and spin)   0.00 kJ/mol

Mulliken atomic charge list, values in e, 8 entries: 0.02 -0.04 0.61 0.65 -1.10 -1.14 0.38 0.44

***

[8]
DFT (ωB97M-V/def2-TZVPD) results for a 3-piece molecular cluster, C7H12F7NO8P2S2 overall at a distorted geometry.

Positions of all 39 atoms, in Å:
1 N 0.1506 -0.3950 -2.9585
2 P 0.6698 -1.2924 -1.7756
3 P -0.8111 -1.2920 -0.1613
4 C -0.8568 -3.0155 0.5750
5 F -1.0216 -3.9602 -0.4014
6 F -1.9315 -3.1188 1.3967
7 C 0.4056 -3.4670 1.3777
8 F 1.2672 -4.0573 0.5398
9 F 0.0209 -4.3647 2.3081
10 C 1.1721 -2.3510 2.1345
11 F 1.9410 -1.6718 1.2730
12 F 1.9662 -2.9088 3.0579
13 F 0.3345 -1.5047 2.7411
14 H 0.0539 -0.9353 -3.8056
15 H 1.8253 -0.7365 -1.2082
16 H 0.9413 -2.6230 -2.1610
17 H -1.9904 -1.3205 -0.9203
18 O 1.1577 1.9918 -1.2087
19 S 2.1332 2.6465 -2.0001
20 O 1.7889 3.4597 -3.1037
21 O 3.2262 1.5576 -2.4499
22 C 4.5334 1.9519 -2.0157
23 C 4.2825 2.7422 -0.7476
24 O 3.1001 3.4946 -1.0374
25 H 4.9918 2.5683 -2.7911
26 H 5.1368 1.0647 -1.8451
27 H 5.0922 3.4251 -0.5087
28 H 4.0864 2.0870 0.1043
29 O -5.0942 2.6046 -0.2514
30 S -4.1340 1.5912 -0.0132
31 O -3.3464 1.0501 -1.0577
32 O -4.8503 0.3986 0.7882
33 C -4.1663 0.1419 2.0218
34 C -3.5865 1.4863 2.4104
35 O -3.1511 2.0467 1.1666
36 H -3.3828 -0.5986 1.8454
37 H -4.8751 -0.2381 2.7517
38 H -2.7368 1.4011 3.0810
39 H -4.3427 2.1410 2.8487

Forces on atoms 1 to 6 (eV/Å):
N 0.31 -0.22 0.40
P -0.44 0.50 -1.77
P -0.01 0.99 1.09
C 0.11 -0.23 -0.82
F -0.10 -0.13 0.22
F 0.04 0.23 0.04

Results
Gap between HOMO and LUMO   8.9922 eV
SMILES   N=[PH2]PC(F)(F)C(F)(F)C(F)(F)F.O=S1(=O)OCCO1.O=S1(=O)OCCO1
Net charge   0
M   497.24 g mol⁻¹

Mulliken atomic charge list, values in e, 8 entries: -0.62 0.37 -0.13 0.66 -0.27 -0.29 0.57 -0.26

***

Copy entry 8 word for word.
DFT (ωB97M-V/def2-TZVPD) results for a 3-piece molecular cluster, C7H12F7NO8P2S2 overall at a distorted geometry.

Positions of all 39 atoms, in Å:
1 N 0.1506 -0.3950 -2.9585
2 P 0.6698 -1.2924 -1.7756
3 P -0.8111 -1.2920 -0.1613
4 C -0.8568 -3.0155 0.5750
5 F -1.0216 -3.9602 -0.4014
6 F -1.9315 -3.1188 1.3967
7 C 0.4056 -3.4670 1.3777
8 F 1.2672 -4.0573 0.5398
9 F 0.0209 -4.3647 2.3081
10 C 1.1721 -2.3510 2.1345
11 F 1.9410 -1.6718 1.2730
12 F 1.9662 -2.9088 3.0579
13 F 0.3345 -1.5047 2.7411
14 H 0.0539 -0.9353 -3.8056
15 H 1.8253 -0.7365 -1.2082
16 H 0.9413 -2.6230 -2.1610
17 H -1.9904 -1.3205 -0.9203
18 O 1.1577 1.9918 -1.2087
19 S 2.1332 2.6465 -2.0001
20 O 1.7889 3.4597 -3.1037
21 O 3.2262 1.5576 -2.4499
22 C 4.5334 1.9519 -2.0157
23 C 4.2825 2.7422 -0.7476
24 O 3.1001 3.4946 -1.0374
25 H 4.9918 2.5683 -2.7911
26 H 5.1368 1.0647 -1.8451
27 H 5.0922 3.4251 -0.5087
28 H 4.0864 2.0870 0.1043
29 O -5.0942 2.6046 -0.2514
30 S -4.1340 1.5912 -0.0132
31 O -3.3464 1.0501 -1.0577
32 O -4.8503 0.3986 0.7882
33 C -4.1663 0.1419 2.0218
34 C -3.5865 1.4863 2.4104
35 O -3.1511 2.0467 1.1666
36 H -3.3828 -0.5986 1.8454
37 H -4.8751 -0.2381 2.7517
38 H -2.7368 1.4011 3.0810
39 H -4.3427 2.1410 2.8487

Forces on atoms 1 to 6 (eV/Å):
N 0.31 -0.22 0.40
P -0.44 0.50 -1.77
P -0.01 0.99 1.09
C 0.11 -0.23 -0.82
F -0.10 -0.13 0.22
F 0.04 0.23 0.04

Results
Gap between HOMO and LUMO   8.9922 eV
SMILES   N=[PH2]PC(F)(F)C(F)(F)C(F)(F)F.O=S1(=O)OCCO1.O=S1(=O)OCCO1
Net charge   0
M   497.24 g mol⁻¹

Mulliken atomic charge list, values in e, 8 entries: -0.62 0.37 -0.13 0.66 -0.27 -0.29 0.57 -0.26